Record 1
Below is a single C4H7F3O molecule in a non-equilibrium geometry, with properties calculated with ωB97M-V/def2-TZVPD.

```
15
Properties=species:S:1:pos:R:3:forces:R:3:mulliken_charge:R:1
H 1.495464 0.576688 -2.493194 0.2 0.0 0.0 0.3180
H -0.162692 1.786622 1.423654 0.4 -2.5 0.0 0.3057
F 0.002060 -2.242263 0.231201 -1.7 0.2 -1.5 -0.2858
F -1.414050 0.469260 2.368488 1.6 -0.1 -1.4 -0.3230
C -0.885874 -1.361765 -0.442012 0.2 1.9 3.2 0.2509
H -0.766890 -1.255851 -1.525676 -0.2 -1.4 0.1 0.3369
C 0.980766 0.399388 -0.645873 -1.3 0.1 4.1 -0.7287
H -1.004289 0.930137 -0.350985 -0.2 -2.2 0.1 0.2570
F -2.204321 -1.564863 -0.030183 1.6 -0.7 -0.9 -0.2580
O 0.715834 0.572675 -1.936146 -0.6 0.7 -3.2 -0.4925
H 1.722628 -0.293878 -0.431504 1.1 -2.4 0.0 0.4468
H 0.723460 0.141009 2.331366 -2.7 1.4 -3.1 0.2026
H 1.471883 1.229461 -0.080215 -1.0 0.5 -0.6 0.3391
C -0.457925 0.001193 0.064673 2.9 5.0 -0.1 0.0773
C -0.216054 0.612187 1.516407 -0.2 -0.6 3.2 -0.4465
```
Forces are in eV/Å.

**SMILES**: OC[C@H](CF)C(F)F
**HOMO-LUMO gap**: 11.3380 eV
**Lowest unoccupied orbital energy**: 0.46 eV
**2S+1**: 1
**DFT total energy**: -14458.6589 eV
**Relative energy (zero: lowest compared OMol25 entry of this formula, charge and spin)**: 0.883 eV



Record 2
Below is 2 unconnected molecules or ions with the total composition C25H37BrO3 in a non-equilibrium geometry, with properties calculated with ωB97M-V/def2-TZVPD.

```
66
Properties=species:S:1:pos:R:3:forces:R:3:mulliken_charge:R:1
H -3.105163 -2.222012 -1.600244 0.5 -1.3 -1.3 0.0687
C -2.994253 1.076607 1.540124 1.5 3.5 1.7 -0.4125
H -3.063625 -3.711790 0.748668 1.4 0.5 -0.4 0.3564
H -2.431127 -0.788835 -3.035466 1.1 -0.6 -1.1 0.2209
C -0.872956 1.191121 -0.118818 -0.9 0.3 -0.5 0.2204
C -2.886979 -3.192121 -2.192119 0.4 -0.4 0.8 -0.4139
H 2.756660 4.241784 2.444934 0.6 -0.5 -1.6 0.3740
H -3.286359 0.145968 0.946932 0.3 1.6 1.0 0.3001
H 2.382181 0.281990 -2.866692 -1.6 -0.3 0.9 0.3723
H 0.046552 -1.522940 -4.961506 -0.4 0.8 1.4 0.3267
O -1.452128 0.611862 -1.067319 2.1 1.6 3.2 -0.4289
O 0.414507 4.909553 1.188976 -0.3 -4.1 0.2 -0.5204
C -2.120443 -2.932288 -3.583044 0.0 0.1 -0.1 -0.7086
C -0.872703 -4.111177 1.222802 -0.3 0.5 0.2 -0.5811
C 0.560127 -1.152330 -2.734431 -0.1 -0.6 -0.6 0.4022
H 1.279736 -2.020572 -2.992724 -1.0 1.3 0.8 0.4611
H 4.457463 3.863627 1.865703 -1.7 0.0 -0.7 0.3896
C -1.878179 3.641816 3.011433 -1.4 -2.9 -1.9 -0.6678
H -3.848821 3.332216 4.324826 1.4 -0.5 -1.5 0.2926
H 6.060699 2.936527 -0.262225 0.1 -0.1 0.1 0.2597
H 0.058962 -4.202080 0.544356 -1.3 0.0 1.3 0.2456
H -1.082289 -3.443430 -3.632000 -1.7 0.6 0.4 0.3649
H 3.328726 1.845161 1.148732 -0.9 1.4 -1.1 0.4889
O 6.860283 2.900223 0.282560 0.0 0.2 -0.1 -0.6055
H 3.316868 6.341938 1.176953 0.2 -1.7 -0.7 0.3119
H 4.482341 5.473551 0.059919 -1.8 -0.4 0.7 0.3042
H -2.456498 -1.113607 -4.838230 1.0 -0.2 1.5 0.3299
H 0.701133 1.055782 -2.553679 1.3 -1.3 0.2 0.3086
Br 3.765455 2.895598 -1.148934 -0.6 -0.4 0.4 -0.1560
C -3.211049 2.935167 3.453768 1.1 -1.4 -2.5 -0.3986
H -1.500158 4.565325 3.562070 -0.6 -1.5 -0.9 0.3779
C 0.245384 3.667568 1.194223 0.0 1.7 0.0 0.2880
H -3.923133 -3.679402 -2.346692 1.7 0.7 0.1 0.4757
C 3.376055 4.043476 1.500260 0.8 1.0 -0.7 -0.5226
H 2.719903 0.319325 -0.416043 -1.6 0.1 -0.3 0.3026
C 0.725379 1.436085 -0.046657 1.1 1.0 0.8 -0.1720
H -2.734740 -3.417624 -4.422751 0.9 0.9 1.1 0.3525
H -0.332057 -5.155340 3.755027 0.4 1.6 0.1 0.2798
C 0.100627 -4.094427 3.732997 0.2 0.4 -0.3 -1.0342
H 1.198856 -0.731577 -0.232091 0.7 1.6 -0.6 0.1098
C 1.290788 2.605571 0.568014 -1.7 -2.1 -1.1 0.9082
H 1.239756 -4.209894 3.569753 -1.8 0.2 0.3 0.2636
H -0.331131 0.173725 -4.347091 0.0 -1.6 0.4 0.3966
C -2.036360 -3.471905 0.304338 0.6 -0.9 0.1 -0.2349
H -0.081810 -3.552463 4.735462 0.4 -1.0 -1.5 0.3067
H -4.753869 1.149848 3.030022 1.5 1.1 -0.2 0.3345
H -1.884340 -2.324402 0.302258 -0.3 -1.8 -0.3 -0.0929
H 7.403885 3.624389 -0.050834 0.0 -0.1 0.1 0.3158
C -1.096430 3.061118 1.805664 -3.0 -2.0 1.0 0.3787
H -0.163956 -1.495376 -1.899177 1.4 0.6 -1.2 -0.3934
H 2.591456 5.399400 -0.213758 1.5 -0.2 1.2 0.3060
C 1.615081 0.251644 -0.681976 -1.0 -0.2 -0.1 -0.3741
C -0.552187 -3.219188 2.541332 -0.1 -0.5 0.1 -0.2125
H 0.169459 -2.368455 2.295586 -1.0 -1.1 0.2 0.0609
C -1.696296 1.799709 1.121267 -0.6 0.3 1.2 0.1335
C 1.384946 0.158718 -2.299192 -0.9 0.5 0.3 -0.8542
C -0.354299 -0.939340 -4.053355 -0.4 0.4 -0.1 -1.0390
C -1.985988 -4.110761 -1.177563 -0.7 1.4 -0.3 -0.7204
H -1.201490 -5.151781 1.586154 0.6 1.4 -0.7 0.3085
C 2.875601 2.779457 0.641957 -0.3 0.2 2.1 -0.7238
C -1.885785 -1.363090 -3.860977 -0.7 -0.2 -0.8 -0.4698
H -1.529701 -2.733647 2.926936 1.5 -0.8 -0.7 0.2935
H -0.898494 -4.087759 -1.557169 -1.7 -0.3 0.6 0.2996
C -3.789396 1.676544 2.730118 3.7 1.3 -1.5 -0.4879
C 3.445823 5.373865 0.561129 -0.2 0.7 0.5 -1.0355
H -2.440857 -5.156372 -1.230642 1.1 1.2 0.4 0.3692
```
Forces are in eV/Å.

**SMILES**: CCCCCCCCCCCCC1=C([C@@H](Br)CC)C(=O)c2ccccc2C1=O.O
**HOMO-LUMO gap**: 8.0211 eV
**Lowest unoccupied orbital energy**: -1.37 eV
**2S+1**: 1
**DFT total energy**: -102701.8311 eV



Record 3
Below is a single C3H4S3 molecule in a non-equilibrium geometry, with properties calculated with ωB97M-V/def2-TZVPD.

```
10
Properties=species:S:1:pos:R:3:forces:R:3:mulliken_charge:R:1
C -1.061819 -2.165094 0.507109 -1.1 -1.2 0.8 -0.6300
S 2.328413 1.120007 -0.545154 -0.4 -0.9 -0.1 -0.2011
H -1.657279 -2.108695 1.427975 0.3 0.0 -0.4 0.2394
S 0.273243 3.137897 -0.057118 1.2 1.5 -1.6 -0.2037
C -0.474651 -1.136157 -0.052918 -1.4 1.4 3.3 -0.1111
H -0.999680 -3.151098 0.004354 0.0 0.7 0.5 0.2215
H 0.061003 -1.393223 -0.845047 2.5 0.1 -3.7 0.3978
C 0.825519 1.498582 -0.087790 -0.7 -0.5 0.4 0.2303
S -0.621511 0.524910 0.592279 1.3 -0.1 -1.0 -0.1229
H 1.326762 3.672872 -0.943690 -1.7 -0.9 1.8 0.1797
```
Forces are in eV/Å.

**SMILES**: C=CSC(=S)S
**HOMO-LUMO gap**: 8.3014 eV
**Lowest unoccupied orbital energy**: -0.56 eV
**2S+1**: 1
**DFT total energy**: -35679.5192 eV
**Relative energy (zero: lowest compared OMol25 entry of this formula, charge and spin)**: 1.957 eV



Record 4
Below is 2 unconnected molecules or ions with the total composition C8H12N4 in a non-equilibrium geometry, with properties calculated with ωB97M-V/def2-TZVPD.

```
24
Properties=species:S:1:pos:R:3:forces:R:3:mulliken_charge:R:1
C -1.258430 -2.222671 -0.465028 4.5 2.7 1.2 -0.2537
H 0.518338 3.138496 -3.328831 -0.6 0.2 0.4 0.3058
H -0.062171 -0.589414 2.883811 0.7 2.1 -0.2 0.2862
C -0.531399 -1.506693 2.948339 -1.7 -4.1 1.2 -0.8864
N -0.396536 -1.805760 0.551283 -3.5 -1.5 -1.7 -0.5714
C 1.841291 2.028583 0.482377 -2.3 -2.0 -6.9 -0.4139
H 2.152782 2.035642 1.405753 1.6 0.4 4.8 0.5061
H 1.887999 4.117156 -2.665031 -0.1 -1.2 -0.9 0.2879
N 2.175794 2.836823 -0.539192 -1.0 -1.1 0.9 -0.6350
H 0.307194 -2.296694 3.079370 -1.4 1.3 0.6 0.2251
N 1.089337 0.938998 0.013859 -0.4 -0.3 -0.5 0.0182
H 0.715802 0.073465 0.487611 0.8 1.3 -0.2 0.3343
C -2.455763 -2.449126 1.438023 2.9 1.9 -4.2 -0.6457
C 0.833639 1.056468 -1.365518 4.6 5.9 3.5 -0.4294
H 0.432239 0.288620 -1.897740 -1.2 -1.7 -1.5 0.3536
C 1.510415 3.079883 -2.906212 1.5 0.0 -2.0 -0.9930
C 1.594861 2.323058 -1.652741 -2.7 -3.4 0.7 0.4956
H -0.758101 -2.064577 -1.408316 -1.0 -0.7 -0.7 0.4077
H 2.023490 2.496879 -3.794737 -0.2 1.5 1.7 0.2166
H -3.342248 -2.619969 1.947253 -1.2 -0.2 1.0 0.4313
N -2.492305 -2.417873 -0.097054 -1.1 -1.7 4.3 -0.1455
C -1.184428 -1.938836 1.676995 -0.4 0.1 0.0 0.5926
H -3.217845 -2.969163 -0.526452 0.2 0.2 -0.6 0.2565
H -1.383960 -1.533286 3.732173 2.0 0.1 -0.7 0.2565
```
Forces are in eV/Å.

**SMILES**: Cc1c[nH]cn1.Cc1c[nH]cn1
**HOMO-LUMO gap**: 8.2807 eV
**Lowest unoccupied orbital energy**: 0.62 eV
**2S+1**: 1
**DFT total energy**: -14448.7709 eV
**Relative energy (zero: lowest compared OMol25 entry of this formula, charge and spin)**: 2.781 eV



Record 5
Below is 2 unconnected molecules or ions with the total composition C4H12N4 in a non-equilibrium geometry, with properties calculated with ωB97M-V/def2-TZVPD.

```
20
Properties=species:S:1:pos:R:3:forces:R:3:mulliken_charge:R:1
H 3.154756 -0.992606 0.482392 -1.4 -2.3 1.6 0.2014
C -0.116674 1.552226 0.257467 2.8 -1.1 -0.7 -0.3639
H 3.400968 -0.137752 -0.474654 0.3 2.0 -2.8 0.2105
H 1.687333 -1.327577 -1.265147 -1.4 -0.2 0.1 0.3204
H -1.142680 0.254103 1.708322 2.5 -1.0 -2.3 0.3904
H -1.757476 2.665084 -0.718186 0.9 -1.4 -0.3 0.2969
N 2.602057 -0.265912 0.080558 -0.5 1.3 1.2 -0.6008
C -1.337659 1.605762 -0.613423 0.5 -0.3 -0.9 -0.8689
N 1.352111 -0.587495 -0.637903 2.7 -2.4 1.5 -0.1022
H 0.785048 1.719191 -0.586682 -1.7 0.0 3.6 0.2663
C 0.284336 -1.014680 0.300095 0.3 0.0 -4.0 0.1222
C -0.031009 0.195939 1.081272 -3.2 0.7 3.8 -0.5047
H 0.518162 0.168306 2.115329 0.1 0.6 -2.4 0.3527
H -2.128460 -1.157442 -1.372746 0.2 -2.3 3.8 0.2212
H -0.237772 2.124591 1.137289 0.6 2.1 0.4 0.3466
H -2.103959 1.025794 -0.020559 0.3 0.1 -1.7 0.2296
N -1.834767 -1.864574 0.165143 1.1 -3.8 -3.6 -0.5094
H -2.004520 -3.090024 0.106813 -0.5 4.7 -0.4 0.2866
H -0.724865 1.178504 -1.581529 -3.3 0.6 1.5 0.1996
N -0.364922 -2.051443 -0.163846 -0.5 2.8 1.6 -0.4944
```
Forces are in eV/Å.

**HOMO-LUMO gap**: 8.4416 eV
**Lowest unoccupied orbital energy**: -0.30 eV
**2S+1**: 1
**DFT total energy**: -10293.0961 eV
**Relative energy (zero: lowest compared OMol25 entry of this formula, charge and spin)**: 10.176 eV



Record 6
Below is a molecular structure, C26H40BaN4O8P2 in a non-equilibrium geometry, with properties calculated with ωB97M-V/def2-TZVPD.

```
81
Properties=species:S:1:pos:R:3:forces:R:3:mulliken_charge:R:1
H -1.431082 -4.225192 0.353796 0.0 0.0 0.0 0.6777
H -3.365597 0.868954 3.337890 0.0 0.0 0.1 0.2583
P 2.146657 -0.172242 -1.940494 0.2 -0.1 -0.1 1.6217
H 2.593665 4.156726 0.906982 0.0 0.0 0.0 0.5807
C 4.162102 1.533646 -2.982442 0.0 0.0 0.0 -0.5517
H -2.572179 2.474884 0.341896 0.0 0.0 0.0 0.5864
C 1.773317 3.443471 1.015043 0.0 0.0 -0.1 -1.6323
C -1.318768 2.214923 2.343255 0.0 -0.2 -0.1 -0.3726
H 2.261500 -0.053561 -4.426453 0.0 0.0 0.0 0.5993
H -3.113556 -0.719203 -2.950942 0.0 0.0 -0.1 0.4613
C -2.983795 -2.826143 0.822199 0.2 0.1 0.0 -1.2753
H -3.971651 -0.196786 0.077504 0.0 -0.1 0.0 0.7002
H -0.818746 -1.536682 -2.634562 0.0 0.0 0.1 -1.1561
N -2.001169 1.041160 1.736989 -0.2 0.6 0.3 1.3060
C 3.386099 -1.503474 -2.349875 -0.1 -0.1 0.1 -1.7297
H 4.310393 0.808795 1.960044 0.0 0.0 0.0 0.3044
Ba 0.307437 -0.629698 1.418163 -1.9 0.6 -3.4 2.2717
C -1.647084 -2.024251 -2.112957 0.1 0.1 0.2 0.6590
C -2.032037 -3.485014 -0.176329 0.0 0.2 0.0 -1.6245
H -2.030787 2.821225 2.915815 -0.1 0.0 0.0 0.2720
H -3.569705 -1.488223 3.485200 0.0 0.0 0.0 0.5119
O 1.111045 -4.738977 0.497650 0.0 0.2 -0.1 -0.8072
P 2.370943 1.714233 0.764627 0.9 0.7 -0.3 1.4556
H -2.021657 -2.828052 -2.774337 0.0 -0.1 -0.1 0.3716
O -1.244137 -2.556354 5.164666 0.1 0.0 -0.1 -0.8411
C -0.909001 2.259040 -1.481983 0.3 0.2 -0.1 -0.2619
H -4.095439 -0.958897 1.907125 -0.1 0.0 -0.1 0.7505
H 4.173509 -1.181985 -3.036511 0.0 0.0 0.0 0.5134
H 3.840063 -1.858899 -1.420440 0.0 0.0 -0.1 0.2812
H 5.713561 2.746008 -3.829359 0.0 0.0 0.0 0.3710
C -3.448297 0.664187 -0.326241 0.2 0.0 0.0 -1.4142
H -3.619653 -1.477335 -1.467154 0.0 0.0 0.0 0.7210
C -2.582724 0.266981 2.843347 0.1 -0.1 0.0 -0.7837
O 0.734866 1.078605 2.809422 0.0 2.9 2.4 -1.0789
H -2.714320 1.758167 -2.547164 -0.1 0.0 -0.1 0.2133
C 5.099527 2.550985 -2.957794 0.0 0.0 0.1 -0.7961
H -4.191865 1.235084 -0.912437 -0.1 0.0 0.0 0.3354
C 0.939800 -3.568595 0.137122 0.3 0.2 0.2 0.3919
C 0.148992 -3.296242 -1.153060 -0.2 0.2 -0.1 0.1022
C -1.790254 -3.025643 2.897168 0.0 0.1 -0.2 -0.5838
C -0.116041 1.921959 3.267504 0.2 0.0 0.0 0.1546
O -1.346114 3.420573 -1.322834 0.1 -0.2 0.1 -0.8320
H 1.002388 3.662988 0.272201 0.0 -0.1 0.1 0.1369
O -0.032191 2.581761 4.304789 0.0 0.0 -0.1 -0.8616
C -1.869754 1.218469 -2.091130 -0.2 -0.2 0.0 -0.6593
O 0.252585 1.831860 -1.268857 -0.1 0.1 0.1 -0.2423
C 3.683256 1.697401 2.077891 0.0 -0.1 0.0 -1.5127
C -2.994198 1.584010 0.800881 0.0 -0.2 0.1 -1.6464
H 4.066864 0.941462 -3.886411 0.0 0.0 0.0 0.1970
H 0.704364 -0.666418 -3.852480 0.1 0.0 0.0 0.3871
O 1.331667 -2.497330 0.716771 1.5 -3.4 -1.2 -0.8948
C 4.442889 3.048456 -0.707115 0.0 0.0 0.0 -0.3860
H -0.024085 -4.244380 -1.680537 -0.1 -0.1 -0.1 0.1952
H -0.924990 2.831531 1.528487 -0.1 -0.1 0.0 0.2719
H -3.651503 -2.146800 0.307093 0.0 0.1 -0.1 0.4559
H 1.370239 3.546207 2.024128 0.0 -0.1 0.0 0.5161
C 3.480397 2.032514 -0.717257 -0.1 -0.1 -0.1 -0.1005
C -0.955129 -2.325739 3.985313 0.2 0.2 0.0 0.0411
H 4.564943 3.656599 0.182007 0.0 0.0 0.0 0.1943
H 4.321904 2.584038 2.067942 0.0 0.0 0.0 0.3848
N -2.317110 -2.085306 1.886847 -0.1 -0.1 0.3 1.4239
H -3.893695 1.912027 1.355823 0.0 0.0 0.0 0.3382
H 5.980157 4.110014 -1.760551 0.0 0.0 0.0 0.3695
C 5.246759 3.312939 -1.803026 -0.1 -0.1 0.0 -0.8605
C 3.349134 1.252090 -1.879425 0.0 0.1 0.2 0.2639
H 3.166570 1.633881 3.037475 0.0 0.0 -0.1 0.4343
N -1.112363 -2.585098 -0.878530 0.2 -0.2 0.0 1.2578
H 1.054973 1.067694 -3.724545 0.0 -0.1 0.0 0.2674
H 2.854836 -2.351065 -2.795661 0.0 0.0 0.0 0.4295
H -1.126605 -3.746488 2.408980 0.0 0.0 0.0 0.3978
H -1.307839 0.718539 -2.886344 0.0 0.0 0.1 0.3950
H -2.613842 -3.568787 3.376340 -0.1 -0.1 0.0 0.3339
H -3.619628 -3.627216 1.239798 0.0 -0.1 0.0 0.3635
H -2.644963 -4.051138 -0.900073 0.0 0.0 0.0 0.2414
H 0.765124 -2.646048 -1.778043 0.0 0.0 0.0 -0.2680
H -1.788787 0.110474 3.578330 -0.1 0.0 0.0 0.6352
C 1.490895 0.068807 -3.659392 0.0 0.1 0.0 -1.7496
C -2.764800 -1.001607 -1.943899 0.0 0.0 0.1 -1.8857
N -2.375288 0.179358 -1.183804 0.1 0.0 -0.1 1.5234
O -0.040692 -1.572087 3.520712 -0.7 -1.2 2.1 -0.8381
C -3.210267 -1.095805 2.525210 0.2 0.0 -0.1 -2.2806
```
Forces are in eV/Å.

**HOMO-LUMO gap**: 6.9538 eV
**Lowest unoccupied orbital energy**: 4.15 eV
**Charge**: -2
**2S+1**: 1
**DFT total energy**: -69228.2830 eV



Which formula does entry 5 have? C4H12N4